No. 1
A 6-piece molecular cluster, C32H59N2O8 overall in a non-equilibrium geometry. Source: OMol25; level of theory: the ωB97M-V functional and the def2-TZVPD basis.

Positions of all 101 atoms, in Å:
C (0.724, 2.754, 2.927)
C (1.047, 1.531, 2.513)
C (0.558, 0.947, 1.201)
C (1.335, 1.510, 0.049)
C (1.064, 1.604, -1.286)
N (2.125, 2.239, -1.909)
C (2.131, 2.512, -3.347)
C (2.738, 3.847, -3.761)
C (2.223, 4.276, -5.123)
O (0.838, 4.556, -5.080)
C (0.554, 5.841, -4.540)
C (3.048, 2.506, -0.980)
C (4.375, 3.165, -1.150)
C (5.290, 2.841, 0.007)
O (5.082, 3.295, 1.086)
O (6.313, 2.011, -0.262)
N (2.577, 2.090, 0.203)
H (0.443, 3.547, 2.247)
H (0.768, 2.977, 3.983)
H (1.717, 0.931, 3.111)
H (-0.504, 1.125, 1.104)
H (0.740, -0.123, 1.219)
H (0.171, 1.262, -1.772)
H (1.094, 2.522, -3.669)
H (2.619, 1.706, -3.891)
H (2.588, 4.612, -3.003)
H (3.821, 3.735, -3.836)
H (2.758, 5.173, -5.439)
H (2.424, 3.502, -5.861)
H (0.351, 6.533, -5.357)
H (-0.312, 5.765, -3.890)
H (1.380, 6.251, -3.958)
H (4.822, 2.856, -2.087)
H (4.222, 4.241, -1.161)
H (7.144, 2.462, -0.055)
H (3.112, 2.234, 1.052)
C (-3.405, -1.867, -0.694)
C (-3.671, -2.588, 0.624)
C (-2.487, -2.144, 1.466)
O (-2.138, -0.825, 1.011)
C (-2.825, -0.545, -0.212)
H (-4.292, -1.737, -1.312)
H (-2.661, -2.416, -1.276)
H (-4.603, -2.229, 1.066)
H (-3.732, -3.671, 0.529)
H (-1.625, -2.800, 1.314)
H (-2.719, -2.109, 2.526)
H (-3.615, 0.185, -0.007)
H (-2.124, -0.105, -0.928)
C (-1.709, 5.139, -9.917)
C (-1.922, 4.513, -8.541)
C (-0.795, 5.149, -7.737)
O (-0.572, 6.441, -8.303)
C (-1.267, 6.549, -9.551)
H (-2.596, 5.126, -10.548)
H (-0.908, 4.617, -10.445)
H (-2.890, 4.818, -8.138)
H (-1.880, 3.425, -8.540)
H (0.131, 4.570, -7.823)
H (-1.037, 5.256, -6.682)
H (-2.127, 7.212, -9.412)
H (-0.604, 6.994, -10.293)
C (-0.621, -4.278, 5.285)
C (-1.621, -5.340, 5.733)
C (-2.937, -4.579, 5.653)
O (-2.787, -3.623, 4.599)
C (-1.412, -3.540, 4.214)
H (0.317, -4.686, 4.910)
H (-0.393, -3.606, 6.116)
H (-1.623, -6.172, 5.025)
H (-1.424, -5.740, 6.726)
H (-3.142, -4.039, 6.584)
H (-3.789, -5.224, 5.434)
H (-1.304, -4.020, 3.237)
H (-1.124, -2.492, 4.121)
C (2.185, 0.653, 7.058)
C (2.347, -0.837, 7.330)
C (1.999, -1.440, 5.977)
O (2.397, -0.483, 4.983)
C (2.699, 0.761, 5.631)
H (2.730, 1.290, 7.752)
H (1.129, 0.929, 7.100)
H (3.385, -1.059, 7.585)
H (1.713, -1.209, 8.132)
H (0.922, -1.608, 5.880)
H (2.515, -2.382, 5.791)
H (3.785, 0.902, 5.609)
H (2.234, 1.578, 5.079)
C (-2.158, -8.202, 0.252)
C (-3.279, -7.866, 1.233)
C (-2.689, -6.678, 1.979)
O (-1.835, -5.999, 1.051)
C (-1.634, -6.819, -0.105)
H (-2.491, -8.765, -0.618)
H (-1.381, -8.781, 0.757)
H (-4.174, -7.561, 0.688)
H (-3.546, -8.688, 1.894)
H (-2.079, -7.004, 2.829)
H (-3.446, -5.981, 2.342)
H (-2.198, -6.385, -0.939)
H (-0.576, -6.819, -0.366)

Properties
Net charge: +1
M: 599.830 g mol⁻¹
Electronic energy: -1965.8074 a.u.
E_HOMO: -10.9351 eV
Orbital gap: 8.6 eV

No. 2
C22H34AuGe2N2O6S2 as an isolated structure in a non-equilibrium geometry. Source: OMol25; level of theory: the ωB97M-V functional and the def2-TZVPD basis.

Positions of all 69 atoms, in Å:
Au (-1.993, 1.562, -0.664)
O (-2.797, -0.709, -1.176)
S (-2.184, -1.126, -2.448)
O (-3.082, -1.175, -3.565)
O (-1.033, -0.206, -2.732)
C (-1.499, -2.768, -2.264)
C (-1.968, -3.695, -3.189)
C (-1.552, -5.016, -3.145)
C (-0.656, -5.431, -2.177)
C (-0.170, -4.518, -1.256)
C (-0.584, -3.192, -1.291)
S (0.152, -2.204, -0.019)
O (1.573, -2.390, -0.101)
O (-0.506, -2.490, 1.219)
O (-0.215, -0.769, -0.452)
H (-2.668, -3.367, -3.944)
H (-1.936, -5.720, -3.871)
H (-0.325, -6.460, -2.135)
H (0.547, -4.830, -0.507)
C (0.201, 3.134, -1.790)
C (0.615, 1.956, -2.655)
Ge (0.884, 0.252, -1.730)
C (1.965, -0.957, -2.763)
C (3.438, -0.937, -2.353)
C (1.845, 0.893, -0.088)
C (1.383, 0.906, 1.178)
Ge (-0.553, 1.079, 1.435)
C (-0.979, 3.000, 1.698)
C (-0.879, 3.370, 3.188)
C (-1.821, -0.072, 2.314)
C (-1.502, -0.426, 3.776)
C (2.271, 0.840, 2.352)
C (3.618, 0.466, 2.193)
C (4.464, 0.393, 3.280)
C (3.986, 0.666, 4.559)
C (2.652, 1.001, 4.743)
C (1.807, 1.079, 3.651)
H (0.050, 4.056, -2.354)
H (0.911, 3.330, -0.987)
H (-0.778, 3.000, -1.266)
H (1.599, 2.154, -3.094)
H (-0.077, 1.804, -3.480)
H (1.827, -0.626, -3.795)
H (1.551, -1.962, -2.693)
H (3.868, 0.067, -2.402)
H (4.033, -1.565, -3.017)
H (3.566, -1.312, -1.337)
H (2.905, 1.131, -0.206)
H (-1.995, 3.220, 1.355)
H (-0.303, 3.584, 1.079)
H (-1.477, 2.718, 3.827)
H (-1.262, 4.383, 3.313)
H (0.148, 3.357, 3.541)
H (-1.873, -0.981, 1.717)
H (-2.791, 0.432, 2.232)
H (-0.531, -0.913, 3.862)
H (-2.250, -1.132, 4.137)
H (-1.525, 0.441, 4.437)
H (3.992, 0.206, 1.213)
H (5.497, 0.105, 3.137)
H (4.650, 0.598, 5.410)
H (2.271, 1.194, 5.737)
H (0.770, 1.322, 3.828)
N (-3.928, 1.879, -2.909)
N (-3.998, 1.548, -1.505)
H (-4.880, 1.939, -3.257)
H (-3.492, 1.086, -3.373)
H (-4.344, 0.600, -1.356)
H (-4.633, 2.201, -1.063)

Properties
Net charge: +1
M: 828.843 g mol⁻¹
Electronic energy: -6505.2120 a.u.
E_HOMO: -11.0823 eV
Orbital gap: 5.3 eV

No. 3
A 7-piece molecular cluster, C30H70O9S overall in a non-equilibrium geometry. Source: OMol25; level of theory: the ωB97M-V functional and the def2-TZVPD basis.

Positions of all 110 atoms, in Å:
C (-0.788, 0.085, 1.126)
C (-1.005, -1.529, 0.991)
S (0.281, -2.268, -0.176)
C (1.958, -2.055, 0.591)
C (3.176, -2.078, -0.440)
C (3.211, -3.138, -1.635)
O (4.299, -2.490, -2.415)
C (4.279, -1.068, -2.121)
O (5.090, -0.198, -2.528)
O (3.134, -0.863, -1.246)
H (-0.052, 0.486, 0.337)
H (-0.387, 0.382, 2.168)
H (-1.807, 0.603, 0.947)
H (-2.054, -1.792, 0.597)
H (-0.871, -2.049, 2.008)
H (2.158, -2.786, 1.460)
H (1.962, -0.999, 1.071)
H (4.253, -2.076, -0.054)
H (3.676, -4.180, -1.444)
H (2.366, -3.133, -2.422)
C (5.477, -5.030, 4.828)
C (4.682, -4.889, 3.541)
O (4.964, -3.694, 2.827)
C (6.308, -3.512, 2.397)
C (6.797, -4.604, 1.462)
H (5.301, -4.172, 5.483)
H (5.188, -5.941, 5.357)
H (6.552, -5.081, 4.640)
H (3.616, -4.860, 3.788)
H (4.824, -5.761, 2.894)
H (6.970, -3.409, 3.263)
H (6.338, -2.556, 1.869)
H (6.805, -5.583, 1.945)
H (7.816, -4.390, 1.127)
H (6.149, -4.676, 0.584)
C (3.485, -1.222, 4.129)
C (2.278, -0.351, 3.827)
O (1.040, -0.963, 4.159)
C (0.850, -1.314, 5.524)
C (0.921, -0.127, 6.469)
H (3.407, -2.177, 3.606)
H (4.404, -0.722, 3.813)
H (3.574, -1.441, 5.196)
H (2.250, -0.152, 2.754)
H (2.362, 0.624, 4.318)
H (1.562, -2.093, 5.816)
H (-0.144, -1.763, 5.594)
H (1.902, 0.350, 6.453)
H (0.723, -0.447, 7.496)
H (0.183, 0.629, 6.190)
C (-3.603, -3.426, -5.126)
C (-2.907, -2.861, -3.899)
O (-2.095, -3.808, -3.221)
C (-1.025, -4.378, -3.965)
C (-0.025, -3.352, -4.468)
H (-4.214, -4.291, -4.855)
H (-4.248, -2.669, -5.581)
H (-2.889, -3.755, -5.885)
H (-3.666, -2.533, -3.184)
H (-2.320, -1.972, -4.154)
H (-1.418, -4.981, -4.790)
H (-0.513, -5.071, -3.293)
H (-0.481, -2.642, -5.160)
H (0.798, -3.847, -4.992)
H (0.387, -2.778, -3.632)
C (-5.593, 1.880, -0.672)
C (-5.275, 2.165, 0.786)
O (-4.045, 2.850, 0.975)
C (-3.929, 4.128, 0.364)
C (-4.967, 5.127, 0.847)
H (-4.787, 1.302, -1.134)
H (-6.524, 1.314, -0.756)
H (-5.708, 2.798, -1.251)
H (-5.187, 1.214, 1.319)
H (-6.092, 2.713, 1.267)
H (-3.956, 4.029, -0.726)
H (-2.934, 4.504, 0.615)
H (-5.983, 4.809, 0.605)
H (-4.802, 6.102, 0.380)
H (-4.908, 5.245, 1.933)
C (-10.213, 2.391, -3.754)
C (-9.893, 2.676, -2.296)
O (-8.663, 3.360, -2.108)
C (-8.547, 4.639, -2.720)
C (-9.584, 5.638, -2.235)
H (-9.408, 1.813, -4.217)
H (-11.144, 1.825, -3.836)
H (-10.329, 3.310, -4.333)
H (-9.805, 1.725, -1.763)
H (-10.710, 3.224, -1.814)
H (-8.576, 4.540, -3.809)
H (-7.552, 5.014, -2.469)
H (-10.600, 5.322, -2.475)
H (-9.419, 6.613, -2.701)
H (-9.524, 5.756, -1.149)
C (6.883, 5.147, -2.035)
C (7.687, 4.130, -1.243)
O (7.160, 3.873, 0.050)
C (5.837, 3.353, 0.105)
C (5.679, 2.022, -0.612)
H (6.809, 6.090, -1.486)
H (7.357, 5.339, -3.001)
H (5.864, 4.801, -2.227)
H (8.698, 4.519, -1.095)
H (7.796, 3.194, -1.801)
H (5.125, 4.092, -0.277)
H (5.601, 3.214, 1.163)
H (5.886, 2.105, -1.679)
H (4.658, 1.649, -0.499)
H (6.371, 1.282, -0.200)

Properties
M: 606.948 g mol⁻¹
Electronic energy: -2260.1943 a.u.
E_HOMO: -8.4272 eV
SMILES: CCSC[C@H]1COC(=O)O1.CCOCC.CCOCC.CCOCC.CCOCC.CCOCC.CCOCC
Orbital gap: 9.1 eV

No. 4
One molecule with the formula C10H14N2OS in a non-equilibrium geometry. Source: OMol25; level of theory: the ωB97M-V functional and the def2-TZVPD basis.

Positions of all 28 atoms, in Å:
C (-1.747, -1.852, -2.951)
C (-1.467, -0.443, -2.382)
C (-1.727, 0.683, -3.235)
C (-1.369, 1.842, -2.505)
S (-0.221, 1.499, -1.307)
C (-0.588, -0.180, -1.326)
C (-0.113, -1.245, -0.491)
N (0.724, -1.215, 0.455)
N (0.989, 0.154, 0.882)
C (2.227, 0.187, 1.662)
C (2.258, -0.696, 2.938)
O (1.095, -0.312, 3.819)
C (-0.091, -0.245, 3.102)
C (-0.074, 0.592, 1.775)
H (-2.389, -1.988, -3.889)
H (-2.164, -2.582, -2.159)
H (-0.800, -2.379, -3.154)
H (-2.176, 0.755, -4.299)
H (-1.377, 2.862, -3.037)
H (-0.527, -2.286, -0.712)
H (2.464, 1.267, 1.852)
H (2.915, -0.311, 1.015)
H (3.120, -0.613, 3.511)
H (2.206, -1.779, 2.650)
H (-0.567, -1.272, 2.680)
H (-0.724, 0.376, 3.748)
H (-1.067, 0.363, 1.266)
H (0.027, 1.656, 2.007)

Properties
M: 210.302 g mol⁻¹
Electronic energy: -972.2483 a.u.
E_HOMO: -7.9550 eV
SMILES: Cc1ccsc1/C=N\N1CCOCC1
Orbital gap: 8.1 eV

No. 5
C42H46FIrN8O5Te as an isolated structure in a non-equilibrium geometry. Source: OMol25; level of theory: the ωB97M-V functional and the def2-TZVPD basis.

Positions of all 104 atoms, in Å:
Ir (-0.114, 0.209, 0.517)
F (1.078, 2.425, 6.924)
C (1.740, 1.385, 6.376)
C (1.600, 1.212, 5.030)
C (2.166, 0.104, 4.391)
C (1.773, -0.224, 3.038)
O (1.053, 0.575, 2.389)
C (2.251, -1.491, 2.578)
C (3.244, -2.141, 3.273)
N (3.679, -1.761, 4.477)
C (4.849, -2.336, 5.088)
C (5.398, -3.672, 4.696)
C (4.740, -3.505, 6.031)
C (3.029, -0.729, 5.130)
C (3.165, -0.524, 6.503)
C (2.461, 0.475, 7.183)
N (2.487, 0.524, 8.563)
C (2.045, 1.660, 9.342)
C (0.561, 1.552, 9.704)
N (0.324, 0.263, 10.409)
C (0.807, -0.889, 9.604)
C (2.304, -0.695, 9.318)
C (1.633, -2.148, 1.380)
O (2.230, -3.006, 0.738)
O (0.422, -1.808, 1.130)
H (0.994, 1.903, 4.468)
H (3.705, -3.014, 2.833)
H (5.567, -1.560, 5.330)
H (6.474, -3.752, 4.665)
H (4.904, -4.277, 3.953)
H (5.358, -3.505, 6.916)
H (3.767, -3.953, 6.169)
H (3.808, -1.180, 7.067)
H (2.230, 2.592, 8.813)
H (2.649, 1.685, 10.256)
H (-0.050, 1.566, 8.801)
H (0.266, 2.382, 10.345)
H (-0.675, 0.155, 10.616)
H (0.824, 0.273, 11.308)
H (0.249, -0.904, 8.663)
H (0.628, -1.817, 10.148)
H (2.678, -1.552, 8.764)
H (2.861, -0.631, 10.258)
N (1.546, 0.224, -1.259)
C (0.938, 0.817, -2.462)
C (1.408, 0.307, -3.844)
C (1.988, -1.110, -3.973)
C (0.964, -2.192, -4.342)
N (-0.111, -2.277, -3.370)
C (0.042, -2.654, -2.104)
N (-0.886, -2.270, -1.210)
N (1.070, -3.380, -1.698)
C (-0.597, 0.766, -2.205)
O (-1.402, 0.173, -2.916)
O (-0.922, 1.395, -1.145)
H (2.415, 0.693, -1.015)
H (1.752, -0.764, -1.396)
H (1.151, 1.891, -2.424)
H (2.182, 0.996, -4.183)
H (0.563, 0.413, -4.528)
H (2.539, -1.397, -3.073)
H (2.715, -1.088, -4.784)
H (1.460, -3.162, -4.445)
H (0.505, -1.952, -5.302)
H (-0.891, -1.655, -3.552)
H (-1.743, -1.847, -1.537)
H (-0.853, -2.681, -0.289)
H (1.729, -3.736, -2.369)
H (1.340, -3.481, -0.705)
Te (-3.486, 0.595, -0.918)
C (-4.915, 1.185, -2.553)
C (-6.274, 1.070, -2.334)
C (-7.136, 1.466, -3.348)
C (-6.630, 1.981, -4.531)
C (-5.262, 2.098, -4.721)
C (-4.386, 1.682, -3.728)
C (-4.753, 1.663, 0.416)
C (-5.319, 1.000, 1.501)
C (-6.119, 1.699, 2.388)
C (-6.333, 3.058, 2.214)
C (-5.763, 3.716, 1.135)
C (-4.988, 3.018, 0.225)
H (-6.675, 0.682, -1.409)
H (-8.200, 1.363, -3.193)
H (-7.310, 2.280, -5.316)
H (-4.863, 2.503, -5.640)
H (-3.317, 1.758, -3.871)
H (-5.157, -0.058, 1.639)
H (-6.559, 1.177, 3.223)
H (-6.950, 3.599, 2.915)
H (-5.908, 4.777, 1.011)
H (-4.556, 3.531, -0.625)
N (-0.873, -0.261, 6.279)
C (-1.325, -0.171, 5.227)
C (-1.767, -0.055, 3.888)
C (-1.771, 1.194, 3.260)
C (-2.046, 1.285, 1.901)
C (-2.368, 0.124, 1.171)
C (-2.453, -1.108, 1.831)
C (-2.126, -1.203, 3.172)
H (-1.581, 2.088, 3.836)
H (-2.096, 2.261, 1.430)
H (-2.769, -1.989, 1.289)
H (-2.157, -2.165, 3.663)

Properties
Net charge: +3
M: 1081.696 g mol⁻¹
Electronic energy: -2913.5288 a.u.
E_HOMO (alpha / beta): -13.9652 / -13.8587 eV
Orbital gap (alpha / beta): 4.8 / 4.7 eV
2S+1: 2

No. 6
One molecule with the formula C3H4BrClO2 in a non-equilibrium geometry. Source: OMol25; level of theory: the ωB97M-V functional and the def2-TZVPD basis.

Positions of all 11 atoms, in Å:
C (-0.155, 0.028, 0.638)
C (0.921, -0.214, -0.356)
O (0.517, -0.643, -1.602)
Br (2.307, -1.494, 0.296)
C (1.805, 1.282, -0.610)
O (2.278, 1.470, -1.665)
Cl (2.139, 2.470, 0.751)
H (-1.077, 0.515, 0.200)
H (-0.408, -0.892, 1.172)
H (0.393, 0.545, 1.327)
H (1.166, -0.187, -2.303)

Properties
M: 187.420 g mol⁻¹
Electronic energy: -3301.3713 a.u.
E_HOMO: -10.5253 eV
SMILES: C[C@](O)(Br)C(=O)Cl
Orbital gap: 10.6 eV

No. 7
One molecule with the formula C4H8O2 in a non-equilibrium geometry. Source: OMol25; level of theory: the ωB97M-V functional and the def2-TZVPD basis.

Positions of all 14 atoms, in Å:
C (-0.954, 1.332, -0.403)
C (0.583, 0.517, -0.634)
C (0.795, -0.876, -0.008)
O (1.705, -0.903, 1.074)
C (-0.620, -1.168, 0.532)
O (-0.847, -1.908, 1.456)
H (-0.873, 2.033, -1.218)
H (-0.917, 1.851, 0.562)
H (-2.050, 1.048, -0.456)
H (1.286, 1.227, -0.181)
H (0.745, 0.474, -1.718)
H (1.084, -1.649, -0.750)
H (1.348, -1.582, 1.675)
H (-1.286, -0.396, 0.068)

Properties
M: 88.106 g mol⁻¹
Electronic energy: -307.6032 a.u.
E_HOMO: -9.6707 eV
SMILES: CC[C@@H](O)C=O
Orbital gap: 10.5 eV

No. 8
A 4-piece molecular cluster, C7H15N3O9 overall in a non-equilibrium geometry. Source: OMol25; level of theory: the ωB97M-V functional and the def2-TZVPD basis.

Positions of all 34 atoms, in Å:
C (1.737, 1.828, -1.990)
N (2.496, 1.646, -3.249)
O (2.420, 0.413, -3.629)
O (3.083, 2.615, -3.670)
H (0.951, 1.078, -2.087)
H (1.403, 2.864, -1.942)
H (2.228, 1.540, -1.060)
C (-0.134, -1.699, -2.605)
N (0.201, -1.616, -1.138)
O (1.317, -1.285, -0.734)
O (-0.592, -2.173, -0.386)
H (0.445, -2.472, -3.110)
H (0.024, -0.689, -2.984)
H (-1.206, -1.879, -2.517)
C (-3.092, 3.374, -2.753)
N (-2.277, 2.246, -3.260)
O (-2.456, 2.054, -4.439)
O (-1.552, 1.649, -2.534)
H (-4.138, 3.196, -3.002)
H (-2.753, 4.340, -3.127)
H (-3.027, 3.397, -1.665)
C (1.571, -0.472, 3.623)
C (0.280, -1.343, 3.426)
C (0.483, -2.782, 3.962)
O (-0.475, -2.989, 4.904)
C (-1.200, -1.929, 5.067)
O (-2.139, -1.814, 5.780)
O (-0.649, -0.878, 4.330)
H (1.911, -0.484, 4.659)
H (1.159, 0.492, 3.324)
H (2.360, -0.759, 2.928)
H (-0.173, -1.334, 2.434)
H (1.476, -2.803, 4.409)
H (0.321, -3.332, 3.035)

Properties
Net charge: +1
M: 285.209 g mol⁻¹
Electronic energy: -1116.4345 a.u.
E_HOMO (alpha / beta): -13.1161 / -13.1156 eV
Orbital gap (alpha / beta): 10.0 / 2.6 eV
2S+1: 2

Q: The lowest M belongs to which entry?
A: C4H8O2

Q: Which of these has the lowest M?
A: C4H8O2